No. 1
DFT (ωB97M-V/def2-TZVPD) results for an isolated molecule of C23H29NO6.

XYZ file:
```
59
Properties=species:S:1:pos:R:3:mulliken_charge:R:1
C -1.382 -2.483 2.449 -0.48
H -0.419 -2.975 2.296 0.20
O -2.226 -2.571 1.315 -0.55
C -1.881 -1.838 0.205 -0.13
C -2.873 -1.028 -0.328 -0.08
C -2.635 -0.269 -1.463 0.37
C -1.378 -0.310 -2.034 0.12
C -0.363 -1.131 -1.535 -0.32
C -0.624 -1.932 -0.414 0.85
O 0.328 -2.815 0.081 -0.47
C 0.008 -4.178 -0.133 -1.00
H -0.018 -4.410 -1.204 0.35
H 0.801 -4.750 0.344 0.29
H -0.957 -4.444 0.307 0.36
O 0.800 -1.036 -2.228 -0.40
C 1.940 -1.792 -1.878 -0.60
H 2.219 -1.647 -0.834 0.05
H 2.735 -1.414 -2.521 0.27
H 1.792 -2.857 -2.077 0.34
H -1.152 0.275 -2.913 0.49
C -3.697 0.654 -1.995 -1.41
H -3.685 0.662 -3.086 0.39
H -4.677 0.315 -1.656 0.37
C -3.463 2.090 -1.483 -0.43
C -3.281 2.028 0.015 0.41
O -4.157 1.956 0.831 -0.61
O -1.974 2.007 0.318 -0.21
C -1.620 1.801 1.680 -0.56
H -2.187 0.953 2.082 0.23
H -1.873 2.683 2.278 0.47
C -0.115 1.532 1.813 0.25
O 0.448 1.697 2.872 -0.69
N 0.447 1.100 0.670 0.97
C 1.828 0.947 0.393 0.27
C 2.340 1.627 -0.717 1.30
C 3.681 1.490 -1.032 -1.13
C 4.526 0.698 -0.266 0.70
C 3.992 0.021 0.818 -1.03
C 2.649 0.118 1.159 0.88
C 2.103 -0.697 2.287 -1.81
H 1.713 -0.051 3.071 0.36
H 1.288 -1.322 1.927 0.25
H 2.876 -1.335 2.707 0.42
H 4.634 -0.614 1.412 0.38
C 5.982 0.590 -0.603 -1.64
H 6.527 1.426 -0.163 0.31
H 6.405 -0.331 -0.211 0.39
H 6.135 0.621 -1.679 0.39
H 4.078 2.017 -1.888 0.39
C 1.443 2.482 -1.563 -1.62
H 0.856 3.163 -0.947 0.31
H 2.031 3.068 -2.264 0.46
H 0.758 1.856 -2.134 0.22
H -0.150 1.118 -0.148 -0.21
H -4.325 2.713 -1.721 0.46
H -2.563 2.507 -1.933 0.26
H -3.831 -1.003 0.168 0.41
H -1.922 -2.987 3.249 0.35
H -1.209 -1.439 2.730 0.10
```

Calculated values
Frontier orbital gap, eV: 9.135
Relative energy (zero: lowest compared OMol25 entry of this formula, charge and spin), kcal/mol: 61.7
Max |F|, Eh/bohr: 0.0132
E_LUMO, eV: 0.6925
SMILES: COc1cc(CCC(=O)OCC(=O)Nc2c(C)cc(C)cc2C)cc(OC)c1OC
Multiplicity: 1

---

No. 2
DFT (ωB97M-V/def2-TZVPD) results for a cluster of 2 separate species, C4H10O2 in total.

XYZ file:
```
16
Properties=species:S:1:pos:R:3:mulliken_charge:R:1
C -0.759 -1.392 -0.662 -1.06
C -0.118 0.801 0.313 0.81
C -1.172 1.837 0.003 -1.16
O 0.421 0.770 1.407 -0.64
C 0.210 -0.206 -0.767 -0.51
O 2.751 -0.861 1.142 -0.67
H -0.521 -2.150 -1.415 0.32
H -0.678 -1.857 0.326 0.29
H -1.799 -1.078 -0.809 0.31
H -1.973 1.425 -0.620 0.32
H -1.578 2.244 0.931 0.36
H -0.702 2.651 -0.564 0.29
H 2.021 -0.270 1.406 0.38
H 1.236 -0.554 -0.614 0.39
H 0.125 0.261 -1.755 0.27
H 2.566 -1.687 1.609 0.30
```

Calculated values
Frontier orbital gap, eV: 10.841
Relative energy (zero: lowest compared OMol25 entry of this formula, charge and spin), kcal/mol: 5.5
Max |F|, Eh/bohr: 0.0091
E_LUMO, eV: 0.8647
SMILES: CCC(C)=O.O
Multiplicity: 1

---

No. 3
DFT (ωB97M-V/def2-TZVPD) results for a structure of composition C19H25CuN4O.

XYZ file:
```
50
Properties=species:S:1:pos:R:3:lowdin_spin:R:1
Cu 0.046 -0.300 -0.466 -0.01
N -1.567 -0.505 1.092 0.00
C -1.563 -1.903 1.402 0.00
C -2.656 -2.574 1.879 0.00
C -2.601 -3.962 2.126 0.00
C -1.454 -4.666 1.899 0.00
C -0.306 -4.010 1.399 0.00
C 0.913 -4.671 1.126 0.00
C 1.968 -3.961 0.626 0.00
C 1.800 -2.591 0.360 0.00
N 0.683 -1.943 0.598 0.00
C -0.366 -2.622 1.138 0.00
H -1.191 0.047 1.855 0.00
H -2.498 -0.169 0.887 0.00
H -3.577 -2.038 2.072 0.00
H -3.478 -4.463 2.512 0.00
H -1.407 -5.731 2.087 0.00
H 0.992 -5.735 1.312 0.00
H 2.916 -4.435 0.417 0.00
H 2.605 -2.008 -0.076 0.00
C 3.847 1.702 2.569 0.00
N 2.661 1.401 1.770 0.00
C 1.367 1.285 2.435 0.00
C 2.693 1.228 0.441 0.00
C 4.005 1.344 -0.291 0.00
O 1.670 0.968 -0.208 0.00
H 3.553 1.818 3.607 0.00
H 4.314 2.634 2.251 0.00
H 4.581 0.898 2.516 0.00
H 1.447 1.636 3.459 0.00
H 1.031 0.246 2.437 0.00
H 0.628 1.890 1.908 0.00
H 4.812 1.770 0.295 0.00
H 3.847 1.947 -1.182 0.00
H 4.303 0.347 -0.621 0.00
C -2.866 -1.581 -1.919 0.05
C -1.719 -1.245 -2.791 0.29
C -1.658 -1.430 -4.211 0.13
C -0.449 -0.944 -4.608 0.12
C 0.198 -0.472 -3.421 0.30
C 1.524 0.172 -3.319 0.05
N -0.588 -0.667 -2.331 0.00
H -3.599 -2.170 -2.467 0.00
H -3.354 -0.662 -1.581 0.02
H -2.535 -2.136 -1.041 0.01
H -2.433 -1.870 -4.818 0.00
H -0.043 -0.907 -5.607 0.00
H 1.968 0.313 -4.302 0.00
H 2.193 -0.435 -2.703 0.02
H 1.433 1.133 -2.812 0.01
```

Calculated values
Frontier orbital gap (alpha / beta), eV: 7.872 / 6.487
Max |F|, Eh/bohr: 0.0078
E_LUMO (alpha / beta), eV: -2.7869 / -4.1862
Total charge: +1
Multiplicity: 2

---

No. 4
DFT (ωB97M-V/def2-TZVPD) results for a cluster of 2 separate species, C6H12O in total at a distorted geometry.

XYZ file:
```
19
Properties=species:S:1:pos:R:3:mulliken_charge:R:1
C -1.824 -0.210 -0.177 -0.25
C -2.104 0.701 0.829 -0.82
C -0.402 -0.618 -0.455 -0.14
C 0.252 -0.888 0.876 -0.53
C 1.609 -1.037 0.903 -0.02
C 2.322 -1.230 2.113 -1.10
H -2.605 -0.663 -0.734 0.37
H -3.085 1.166 0.959 0.27
H -1.338 1.108 1.469 0.27
H 0.123 0.245 -1.000 0.11
H -0.389 -1.626 -1.029 0.25
H -0.305 -1.119 1.744 0.42
H 2.216 -0.914 0.005 0.35
H 3.252 -1.879 2.027 0.32
H 1.618 -1.544 2.918 0.28
H 2.679 -0.149 2.356 0.22
H 0.298 1.810 -3.629 0.32
H 0.034 2.589 -2.472 0.31
O -0.202 2.584 -3.394 -0.63
```

Calculated values
Frontier orbital gap, eV: 9.528
Relative energy (zero: lowest compared OMol25 entry of this formula, charge and spin), kcal/mol: 60.1
Max |F|, Eh/bohr: 0.0848
E_LUMO, eV: 0.7148
SMILES: C=CC/C=C/C.O
Multiplicity: 1

---

No. 5
DFT (ωB97M-V/def2-TZVPD) results for a structure of composition C15H27BaN3O3 at a distorted geometry.

XYZ file:
```
49
Properties=species:S:1:pos:R:3:mulliken_charge:R:1
C 2.539 2.503 -2.634 -1.30
C 3.283 1.435 -3.185 1.42
H 3.086 3.218 -1.958 0.42
H 1.708 3.047 -3.122 0.40
C 3.267 -0.012 -3.021 0.75
C 2.711 -1.084 -2.187 -0.42
H 2.592 -0.860 -1.072 0.14
H 1.736 -1.571 -2.576 0.25
C 4.333 1.942 -4.147 -1.75
H 4.228 3.013 -4.142 0.44
H 4.175 1.588 -5.175 0.39
H 5.366 1.723 -3.844 0.38
C 4.173 -0.808 -3.910 -1.57
H 5.225 -0.583 -3.625 0.38
H 3.928 -0.715 -4.987 0.36
H 3.921 -1.808 -3.593 0.44
Ba -0.073 -0.808 3.100 1.81
O -0.033 0.125 0.877 -0.67
C -0.404 0.164 -0.344 0.40
O -1.521 -1.806 1.359 -0.56
C -1.715 -1.745 0.107 0.24
O -2.669 -2.440 -0.490 -0.34
N -0.988 -0.984 -0.820 0.33
C -2.623 -2.193 -1.946 -0.46
C -1.393 -1.291 -2.223 -0.41
H -3.518 -1.658 -2.215 0.31
H -2.511 -3.155 -2.414 0.33
H -1.655 -0.414 -2.788 0.46
H -0.625 -1.828 -2.771 0.12
C -0.077 1.279 -1.312 -0.41
C 1.083 1.986 -0.709 -0.49
H 0.270 0.806 -2.482 -0.01
H 2.021 1.511 -0.209 0.24
H 0.835 3.059 -0.482 0.30
N -2.165 0.954 3.104 -0.54
C -2.472 1.211 4.545 -0.47
C -3.411 0.177 5.168 -0.67
C -3.184 -1.275 4.778 -0.48
N -1.788 -1.740 5.061 -0.59
H -3.010 0.685 2.591 0.19
H -1.858 1.821 2.646 0.22
H -1.511 1.222 5.090 0.23
H -2.904 2.218 4.667 0.36
H -3.331 0.271 6.263 0.36
H -4.450 0.438 4.931 0.35
H -3.898 -1.915 5.319 0.39
H -3.367 -1.443 3.704 0.25
H -1.762 -2.747 5.027 0.25
H -1.563 -1.509 6.046 0.23
```

Calculated values
Frontier orbital gap (alpha / beta), eV: 4.278 / 4.266
Max |F|, Eh/bohr: 0.1229
E_LUMO (alpha / beta), eV: -8.2873 / -8.3043
Total charge: +2
Multiplicity: 1

---

No. 6
DFT (ωB97M-V/def2-TZVPD) results for a structure of composition C24H26BF2N4O3ReSSi at a distorted geometry.

XYZ file:
```
63
Properties=species:S:1:pos:R:3:lowdin_spin:R:1
Re -0.743 0.603 0.147 2.33
O -0.896 0.400 2.341 0.04
C -1.884 -0.390 2.167 0.02
N -2.780 -0.886 2.994 0.02
C -3.804 -1.667 2.258 0.00
C -3.233 -1.566 0.803 0.01
O -3.683 -2.069 -0.183 0.03
N -2.109 -0.746 0.870 0.05
C -3.832 -3.102 2.761 0.00
C -2.759 -3.936 2.455 0.00
C -2.709 -5.228 2.948 0.00
C -3.733 -5.698 3.762 0.00
C -4.796 -4.869 4.082 0.00
C -4.847 -3.572 3.584 0.00
C -5.148 -0.941 2.232 0.00
C -6.221 -1.535 1.570 0.00
C -7.425 -0.861 1.448 0.00
C -7.570 0.417 1.975 0.00
C -6.501 1.018 2.618 0.00
C -5.290 0.345 2.739 0.00
H -2.761 -0.780 3.996 0.00
H -1.952 -3.579 1.820 0.00
H -1.873 -5.869 2.699 0.00
H -3.698 -6.709 4.149 0.00
H -5.591 -5.226 4.724 0.00
H -5.675 -2.929 3.847 0.00
H -6.107 -2.523 1.140 0.00
H -8.254 -1.337 0.938 0.00
H -8.512 0.941 1.879 0.00
H -6.603 2.014 3.030 0.00
H -4.469 0.834 3.249 0.00
N -4.056 -0.103 -6.038 0.00
C -3.901 1.004 -5.298 0.00
S -4.633 2.424 -5.660 0.02
C -3.012 0.870 -4.089 0.03
C -2.625 -0.361 -3.568 0.00
C -1.868 -0.420 -2.422 0.04
N -1.465 0.691 -1.780 0.02
C -1.796 1.895 -2.302 0.03
C -2.566 2.012 -3.431 -0.01
H -4.652 -0.053 -6.848 0.00
H -3.589 -0.971 -5.849 0.00
H -2.926 -1.302 -4.005 0.00
H -1.589 -1.368 -1.984 0.00
H -1.404 2.763 -1.792 0.00
H -2.826 2.989 -3.814 0.00
C 0.701 4.990 -0.335 0.00
Si 0.182 3.654 0.829 0.02
C -1.638 3.743 1.275 0.00
C 1.207 3.637 2.363 0.00
O 0.324 2.184 0.022 0.26
H 0.596 5.978 0.121 0.00
H 0.117 4.978 -1.260 0.00
H 1.753 4.849 -0.599 0.00
H -1.889 4.621 1.876 0.00
H -1.901 2.866 1.882 0.00
H -2.282 3.764 0.388 0.00
H 1.070 4.564 2.926 0.00
H 2.268 3.543 2.119 0.00
H 0.927 2.800 3.008 0.00
F 1.440 -1.314 0.837 0.01
B 0.864 -0.724 -0.194 0.07
F 1.307 -0.984 -1.412 0.01
```

Calculated values
Frontier orbital gap (alpha / beta), eV: 7.499 / 6.761
Max |F|, Eh/bohr: 0.0208
E_LUMO (alpha / beta), eV: -3.9393 / -4.6801
Total charge: +1
Multiplicity: 4

---

Question: What is the max |F| in the second record?
Answer: 0.0091 Eh/bohr

---

Question: What is the formula in the second record?
Answer: C4H10O2